No. 1
This record from the OMol25 dataset describes a 7-piece molecular cluster, C19H47BrN8O11P2 overall. The level of theory is ωB97M-V/def2-TZVPD.

Element x y z (Å)
N -2.597 3.679 2.173
P -1.882 2.518 1.476
O -2.440 1.115 1.917
O -0.318 2.500 1.746
O -2.209 2.566 -0.102
C -1.483 1.880 -1.038
O -2.056 1.177 -1.829
N -0.085 2.104 -1.089
P 0.921 0.700 -0.795
O 0.258 -0.145 0.408
Br 2.748 1.633 0.209
H -1.917 4.236 2.662
H -2.039 0.850 2.749
H 0.146 3.113 1.162
H 0.113 2.434 -2.018
H -0.702 -0.216 0.380
C -0.024 -1.345 -6.804
N 0.937 -1.751 -5.784
C 0.760 -1.824 -4.441
C -0.600 -1.444 -3.901
O 1.669 -2.183 -3.709
H -0.174 -2.169 -7.505
H 0.358 -0.490 -7.348
H -0.978 -1.079 -6.366
H 1.861 -2.018 -6.079
H -0.588 -1.550 -2.822
H -0.833 -0.409 -4.148
H -1.369 -2.100 -4.309
C -4.789 -3.819 2.026
N -3.543 -3.070 2.064
C -3.052 -2.320 3.073
C -3.868 -2.222 4.337
O -1.972 -1.753 2.955
H -4.578 -4.876 1.860
H -5.412 -3.455 1.207
H -5.333 -3.714 2.955
H -2.948 -3.094 1.252
H -3.337 -1.591 5.042
H -4.842 -1.779 4.130
H -4.002 -3.208 4.781
C 0.650 3.108 -11.224
N -0.112 2.202 -10.383
C 0.003 1.996 -9.046
C 1.050 2.797 -8.307
O -0.717 1.192 -8.477
H -0.022 3.822 -11.703
H 1.167 2.545 -12.002
H 1.382 3.654 -10.642
H -0.826 1.638 -10.814
H 1.018 2.522 -7.258
H 2.045 2.582 -8.696
H 0.850 3.865 -8.395
C 5.019 5.554 1.861
N 3.687 5.116 1.479
C 2.933 5.531 0.431
C 3.522 6.581 -0.480
O 1.823 5.061 0.243
H 5.703 4.704 1.855
H 4.997 5.973 2.868
H 5.390 6.307 1.177
H 3.237 4.413 2.043
H 2.804 6.802 -1.262
H 3.731 7.497 0.074
H 4.442 6.219 -0.941
C 1.575 0.014 3.368
N 0.748 -0.873 4.149
C 0.770 -1.146 5.472
C 1.817 -0.439 6.304
O -0.023 -1.934 5.971
H 0.930 0.740 2.877
H 2.086 -0.564 2.597
H 2.316 0.540 3.963
H 0.035 -1.361 3.627
H 1.712 -0.757 7.335
H 2.819 -0.694 5.958
H 1.682 0.642 6.255
C 0.162 -6.399 6.900
N -1.172 -6.752 6.444
C -1.841 -6.277 5.363
C -1.134 -5.256 4.507
O -2.970 -6.667 5.109
H 0.794 -7.289 6.918
H 0.112 -5.989 7.909
H 0.612 -5.661 6.247
H -1.694 -7.429 6.974
H -1.793 -4.974 3.692
H -0.899 -4.363 5.092
H -0.218 -5.672 4.087

Properties
- orbital gap (eV) = 9.3
- 2S+1 = 1
- lowest unoccupied orbital energy (eV) = 0.3

***

No. 2
This record from the OMol25 dataset describes C19H47CoNO8P3S2 as an isolated structure. The level of theory is ωB97M-V/def2-TZVPD.

Element x y z (Å)
Co -1.220 0.048 1.477
C 3.011 -4.432 2.741
C 1.808 -3.562 2.462
C 0.600 -4.338 1.987
O 2.199 -2.632 1.391
P 1.686 -1.148 1.346
O 0.398 -0.968 2.079
C 1.577 -0.818 -0.418
P 0.065 -1.454 -1.169
O -1.135 -1.254 -0.325
O 0.265 -2.989 -1.448
C 1.224 -3.500 -2.429
C 0.441 -4.262 -3.473
C 2.228 -4.358 -1.692
O 0.080 -0.698 -2.544
C -1.122 -0.652 -3.398
C -1.953 0.544 -2.994
C -0.622 -0.590 -4.822
O 2.751 -0.203 1.980
C 4.137 0.108 1.613
C 4.912 -1.125 1.201
C 4.150 1.208 0.574
H 2.763 -5.165 3.509
H 3.855 -3.841 3.093
H 3.306 -4.969 1.838
H 1.558 -2.964 3.340
H 0.856 -4.937 1.112
H -0.210 -3.662 1.713
H 0.254 -5.007 2.776
H 2.451 -1.233 -0.925
H 1.564 0.264 -0.564
H 1.722 -2.643 -2.892
H -0.093 -5.091 -3.009
H 1.117 -4.664 -4.229
H -0.284 -3.616 -3.968
H 1.727 -5.216 -1.240
H 2.729 -3.797 -0.903
H 2.979 -4.730 -2.389
H -1.678 -1.578 -3.227
H -1.367 1.458 -3.103
H -2.284 0.461 -1.960
H -2.831 0.612 -3.638
H -0.038 0.318 -4.975
H -1.469 -0.575 -5.508
H 0.000 -1.451 -5.063
H 4.536 0.490 2.551
H 4.543 -1.543 0.263
H 4.870 -1.898 1.967
H 5.955 -0.846 1.052
H 3.856 0.838 -0.409
H 5.161 1.607 0.487
H 3.484 2.020 0.864
N -2.307 -1.462 2.214
H -2.512 -2.048 1.408
H -3.181 -1.221 2.667
H -1.749 -2.008 2.864
C -4.220 3.754 -1.186
C -2.807 4.031 -1.655
C -2.396 5.480 -1.521
O -1.817 3.185 -0.971
P -1.790 2.728 0.526
S -0.005 1.940 0.949
S -3.086 1.272 1.007
O -2.078 4.074 1.303
C -2.161 4.097 2.766
C -3.583 4.450 3.136
C -1.131 5.090 3.250
H -4.910 4.335 -1.799
H -4.359 4.058 -0.147
H -4.475 2.700 -1.287
H -2.699 3.709 -2.691
H -2.500 5.818 -0.491
H -3.033 6.095 -2.157
H -1.362 5.616 -1.836
H -1.914 3.097 3.131
H -3.847 5.428 2.728
H -3.687 4.491 4.220
H -4.277 3.704 2.748
H -1.343 6.083 2.851
H -0.132 4.790 2.933
H -1.149 5.144 4.339

Properties
- orbital gap (alpha / beta) (eV) = 9.1 / 9.1
- 2S+1 = 2
- <S²> = 0.79
- lowest unoccupied orbital energy (alpha / beta) (eV) = -2.0 / -1.8
- net charge = +1

***

No. 3
This record from the OMol25 dataset describes a 3-piece molecular cluster, C19H47N3O9P2 overall. The level of theory is ωB97M-V/def2-TZVPD.

Element x y z (Å)
C 0.008 0.546 -0.126
C 1.228 1.439 -0.276
C 2.434 0.803 -0.962
C 3.480 0.183 0.001
C 3.885 -1.199 -0.433
O 4.406 -1.399 -1.518
O 3.729 -2.265 0.430
C 2.428 -2.422 0.963
C 1.628 -3.482 0.194
N 0.821 -2.937 -0.911
P 2.637 -2.841 2.784
P 1.787 -1.091 3.764
O 1.537 -0.020 2.791
O 2.727 -0.636 4.945
O 0.465 -1.541 4.533
H 0.228 -0.414 0.319
H -0.501 0.372 -1.070
H -0.696 1.025 0.544
H 0.922 2.278 -0.894
H 1.495 1.842 0.693
H 2.164 0.087 -1.730
H 2.957 1.603 -1.475
H 3.034 0.158 0.991
H 4.361 0.800 0.077
H 1.864 -1.498 0.932
H 2.289 -4.247 -0.190
H 0.925 -3.950 0.870
H -0.003 -2.496 -0.528
H 1.323 -2.180 -1.361
H 1.709 -3.865 3.039
H 3.343 -0.006 4.556
H -0.165 -1.780 3.846
C 1.734 -3.198 -7.903
O 1.941 -1.804 -8.023
C 0.791 -1.069 -8.420
C 0.270 -0.207 -7.290
N -0.314 -1.017 -6.228
C -0.618 -0.288 -5.001
C 0.533 0.356 -4.235
O 1.426 -0.564 -3.639
C 2.453 -1.066 -4.480
H 2.710 -3.662 -7.774
H 1.114 -3.449 -7.036
H 1.271 -3.608 -8.805
H 0.009 -1.733 -8.799
H 1.099 -0.411 -9.238
H -0.496 0.469 -7.682
H 1.109 0.404 -6.932
H 0.318 -1.773 -6.005
H -1.105 -0.994 -4.324
H -1.356 0.487 -5.233
H 0.090 0.914 -3.403
H 1.084 1.088 -4.836
H 2.771 -0.326 -5.218
H 2.141 -1.983 -4.986
H 3.304 -1.314 -3.844
C -6.172 2.788 5.322
O -5.054 3.623 5.546
C -4.380 3.387 6.776
C -3.016 2.770 6.549
N -3.124 1.400 6.066
C -1.867 0.820 5.595
C -1.168 1.464 4.402
O -1.861 1.322 3.173
C -2.873 2.278 2.923
H -6.701 3.177 4.454
H -5.878 1.753 5.113
H -6.853 2.799 6.177
H -4.984 2.767 7.444
H -4.240 4.361 7.254
H -2.466 2.771 7.495
H -2.478 3.418 5.845
H -3.795 1.369 5.312
H -2.078 -0.219 5.329
H -1.164 0.791 6.433
H -0.221 0.940 4.258
H -0.917 2.516 4.582
H -2.630 3.251 3.357
H -3.845 1.944 3.297
H -2.960 2.393 1.842

Properties
- orbital gap (eV) = 9.0
- 2S+1 = 1
- lowest unoccupied orbital energy (eV) = 0.3

***

The highest 2S+1 belongs to which entry? C19H47CoNO8P3S2

***

Please write out number 2 again, unchanged.
This record from the OMol25 dataset describes C19H47CoNO8P3S2 as an isolated structure. The level of theory is ωB97M-V/def2-TZVPD.

Element x y z (Å)
Co -1.220 0.048 1.477
C 3.011 -4.432 2.741
C 1.808 -3.562 2.462
C 0.600 -4.338 1.987
O 2.199 -2.632 1.391
P 1.686 -1.148 1.346
O 0.398 -0.968 2.079
C 1.577 -0.818 -0.418
P 0.065 -1.454 -1.169
O -1.135 -1.254 -0.325
O 0.265 -2.989 -1.448
C 1.224 -3.500 -2.429
C 0.441 -4.262 -3.473
C 2.228 -4.358 -1.692
O 0.080 -0.698 -2.544
C -1.122 -0.652 -3.398
C -1.953 0.544 -2.994
C -0.622 -0.590 -4.822
O 2.751 -0.203 1.980
C 4.137 0.108 1.613
C 4.912 -1.125 1.201
C 4.150 1.208 0.574
H 2.763 -5.165 3.509
H 3.855 -3.841 3.093
H 3.306 -4.969 1.838
H 1.558 -2.964 3.340
H 0.856 -4.937 1.112
H -0.210 -3.662 1.713
H 0.254 -5.007 2.776
H 2.451 -1.233 -0.925
H 1.564 0.264 -0.564
H 1.722 -2.643 -2.892
H -0.093 -5.091 -3.009
H 1.117 -4.664 -4.229
H -0.284 -3.616 -3.968
H 1.727 -5.216 -1.240
H 2.729 -3.797 -0.903
H 2.979 -4.730 -2.389
H -1.678 -1.578 -3.227
H -1.367 1.458 -3.103
H -2.284 0.461 -1.960
H -2.831 0.612 -3.638
H -0.038 0.318 -4.975
H -1.469 -0.575 -5.508
H 0.000 -1.451 -5.063
H 4.536 0.490 2.551
H 4.543 -1.543 0.263
H 4.870 -1.898 1.967
H 5.955 -0.846 1.052
H 3.856 0.838 -0.409
H 5.161 1.607 0.487
H 3.484 2.020 0.864
N -2.307 -1.462 2.214
H -2.512 -2.048 1.408
H -3.181 -1.221 2.667
H -1.749 -2.008 2.864
C -4.220 3.754 -1.186
C -2.807 4.031 -1.655
C -2.396 5.480 -1.521
O -1.817 3.185 -0.971
P -1.790 2.728 0.526
S -0.005 1.940 0.949
S -3.086 1.272 1.007
O -2.078 4.074 1.303
C -2.161 4.097 2.766
C -3.583 4.450 3.136
C -1.131 5.090 3.250
H -4.910 4.335 -1.799
H -4.359 4.058 -0.147
H -4.475 2.700 -1.287
H -2.699 3.709 -2.691
H -2.500 5.818 -0.491
H -3.033 6.095 -2.157
H -1.362 5.616 -1.836
H -1.914 3.097 3.131
H -3.847 5.428 2.728
H -3.687 4.491 4.220
H -4.277 3.704 2.748
H -1.343 6.083 2.851
H -0.132 4.790 2.933
H -1.149 5.144 4.339

Properties
- orbital gap (alpha / beta) (eV) = 9.1 / 9.1
- 2S+1 = 2
- <S²> = 0.79
- lowest unoccupied orbital energy (alpha / beta) (eV) = -2.0 / -1.8
- net charge = +1

***

Please write out number 2 again, unchanged.
This record from the OMol25 dataset describes C19H47CoNO8P3S2 as an isolated structure. The level of theory is ωB97M-V/def2-TZVPD.

Element x y z (Å)
Co -1.220 0.048 1.477
C 3.011 -4.432 2.741
C 1.808 -3.562 2.462
C 0.600 -4.338 1.987
O 2.199 -2.632 1.391
P 1.686 -1.148 1.346
O 0.398 -0.968 2.079
C 1.577 -0.818 -0.418
P 0.065 -1.454 -1.169
O -1.135 -1.254 -0.325
O 0.265 -2.989 -1.448
C 1.224 -3.500 -2.429
C 0.441 -4.262 -3.473
C 2.228 -4.358 -1.692
O 0.080 -0.698 -2.544
C -1.122 -0.652 -3.398
C -1.953 0.544 -2.994
C -0.622 -0.590 -4.822
O 2.751 -0.203 1.980
C 4.137 0.108 1.613
C 4.912 -1.125 1.201
C 4.150 1.208 0.574
H 2.763 -5.165 3.509
H 3.855 -3.841 3.093
H 3.306 -4.969 1.838
H 1.558 -2.964 3.340
H 0.856 -4.937 1.112
H -0.210 -3.662 1.713
H 0.254 -5.007 2.776
H 2.451 -1.233 -0.925
H 1.564 0.264 -0.564
H 1.722 -2.643 -2.892
H -0.093 -5.091 -3.009
H 1.117 -4.664 -4.229
H -0.284 -3.616 -3.968
H 1.727 -5.216 -1.240
H 2.729 -3.797 -0.903
H 2.979 -4.730 -2.389
H -1.678 -1.578 -3.227
H -1.367 1.458 -3.103
H -2.284 0.461 -1.960
H -2.831 0.612 -3.638
H -0.038 0.318 -4.975
H -1.469 -0.575 -5.508
H 0.000 -1.451 -5.063
H 4.536 0.490 2.551
H 4.543 -1.543 0.263
H 4.870 -1.898 1.967
H 5.955 -0.846 1.052
H 3.856 0.838 -0.409
H 5.161 1.607 0.487
H 3.484 2.020 0.864
N -2.307 -1.462 2.214
H -2.512 -2.048 1.408
H -3.181 -1.221 2.667
H -1.749 -2.008 2.864
C -4.220 3.754 -1.186
C -2.807 4.031 -1.655
C -2.396 5.480 -1.521
O -1.817 3.185 -0.971
P -1.790 2.728 0.526
S -0.005 1.940 0.949
S -3.086 1.272 1.007
O -2.078 4.074 1.303
C -2.161 4.097 2.766
C -3.583 4.450 3.136
C -1.131 5.090 3.250
H -4.910 4.335 -1.799
H -4.359 4.058 -0.147
H -4.475 2.700 -1.287
H -2.699 3.709 -2.691
H -2.500 5.818 -0.491
H -3.033 6.095 -2.157
H -1.362 5.616 -1.836
H -1.914 3.097 3.131
H -3.847 5.428 2.728
H -3.687 4.491 4.220
H -4.277 3.704 2.748
H -1.343 6.083 2.851
H -0.132 4.790 2.933
H -1.149 5.144 4.339

Properties
- orbital gap (alpha / beta) (eV) = 9.1 / 9.1
- 2S+1 = 2
- <S²> = 0.79
- lowest unoccupied orbital energy (alpha / beta) (eV) = -2.0 / -1.8
- net charge = +1

***

Which value of 2S+1 does entry 2 give? 2